Record 1
A cluster of 3 separate species, C5H17NO2 in total. Source: the OMol25 dataset; level of theory: the ωB97M-V functional and the def2-TZVPD basis.

Last column: Mulliken charge in e.
Element x y z (Å)
C: 2.47478 0.50478 -0.11675  -1.050
C: 1.45111 0.53504 -1.26367  -0.455
C: 0.38080 -0.58292 -1.25653  -0.783
N: -0.79529 -0.33370 -0.36776  -0.168
C: -0.80744 -1.07636 0.91073  -0.311
C: -0.76989 -0.20988 2.18229  -1.150
H: 3.27761 1.17806 -0.39769  0.356
H: 1.98945 0.88462 0.77568  0.171
H: 2.89855 -0.49343 -0.00293  0.316
H: 1.91702 0.37511 -2.23847  0.394
H: 0.91750 1.47146 -1.22553  0.294
H: -0.08965 -0.42007 -2.22963  0.281
H: 0.76036 -1.59217 -1.13640  0.534
H: -0.96160 0.65483 -0.25813  0.166
H: 0.09017 -1.68809 0.93252  0.308
H: -1.69610 -1.69657 0.92221  0.337
H: -0.99012 -0.87769 3.01514  0.413
H: -1.53174 0.56294 2.12575  0.347
H: 0.24432 0.17270 2.28226  0.155
O: -3.35689 -1.54695 -1.96580  -0.698
H: -2.55391 -1.38172 -1.45088  0.326
H: -3.17943 -2.33862 -2.48585  0.300
O: 0.11804 2.53206 0.73419  -0.580
H: -0.18775 3.38532 1.04974  0.275
H: 0.40010 1.98124 1.46553  0.220

Summary:
LUMO energy = 0.61 eV
SMILES string = CCCNCC.O.O
calculated total energy = -11045.269 eV
ΔE to the lowest compared entry with this formula, charge and spin = 95.3 kJ/mol
maximum force = 2.655 eV/A
M = 123.20 u
HOMO energy = -8.45 eV



Record 2
A structure of composition C5H17NO2. Source: the OMol25 dataset; level of theory: the ωB97M-V functional and the def2-TZVPD basis.

Last column: Mulliken charge in e.
Element x y z (Å)
C: 0.14069 -1.76209 -1.06845  -0.415
N: 1.38855 -1.39249 -0.39186  -0.058
C: 1.70056 -0.02314 -0.71381  -0.448
C: 0.68354 0.95332 0.04387  1.125
C: 0.43606 0.41782 1.38101  -0.884
C: 1.05699 2.47573 -0.00517  -1.491
H: -0.43513 -2.65066 -0.64434  0.315
H: 0.51969 -2.13695 -2.05242  0.380
H: -0.60320 -0.97379 -1.28815  0.181
H: -0.34750 -2.61901 2.51032  0.128
H: 1.61299 0.27390 -1.81146  0.309
H: 2.83156 0.26318 -0.50414  0.395
H: -0.38791 0.75906 -0.46121  -0.362
H: 0.30821 -0.62987 1.18358  0.017
H: -0.41957 0.84599 2.07121  0.332
H: 1.44291 0.62008 2.15613  0.350
H: 0.30294 3.09924 0.19798  0.471
H: 1.45644 2.70513 -0.98897  0.394
H: 1.86342 2.68035 0.77576  0.327
H: -2.81911 0.73623 -1.99067  0.355
H: -2.57952 -0.24762 -0.40229  0.261
O: -2.38740 0.96897 -1.14923  -0.441
H: -3.42968 -1.33152 0.16929  0.333
H: 0.20126 -2.06697 2.64025  -0.070
O: -2.53678 -0.96489 0.34277  -0.506

Summary:
<S²> = 0.7557
LUMO energy (alpha / beta) = -8.05 / -8.06 eV
2S+1 = 2
calculated total energy = -11029.718 eV
ΔE to the lowest compared entry with this formula, charge and spin = 762.0 kJ/mol
maximum force = 5.738 eV/A
M = 123.20 u
total charge = +1
HOMO energy (alpha / beta) = -14.89 / -14.85 eV



Record 3
A cluster of 3 separate species, C5H17NO4 in total. Source: the OMol25 dataset; level of theory: the ωB97M-V functional and the def2-TZVPD basis.

Last column: Mulliken charge in e.
Element x y z (Å)
C: 0.38650 0.01450 2.27016  -0.773
O: 1.46534 -0.91850 2.36182  -0.489
C: 0.44193 0.42737 0.76668  0.959
C: -0.66088 1.51202 0.44065  -1.303
C: -1.66520 1.02355 -0.57297  -0.538
C: -1.24390 0.96414 -2.05837  -0.335
O: -0.32632 1.95584 -2.48856  -0.512
N: 1.72515 0.79477 0.36718  -0.002
H: -0.59967 -0.39294 2.49200  0.421
H: 0.57306 0.84702 2.94933  0.407
H: 1.40461 -1.36552 3.21929  0.328
H: 0.14089 -0.49360 0.27795  -0.486
H: -0.21723 2.41803 0.02325  0.501
H: -1.12187 1.86377 1.35858  0.491
H: -2.50031 1.72234 -0.47599  0.385
H: -2.15727 0.06661 -0.40781  0.416
H: -2.11885 1.08455 -2.67921  0.411
H: -0.88373 -0.05775 -2.21584  0.122
H: 0.45587 1.88693 -1.93327  0.298
H: 2.28930 0.06412 -0.06414  0.339
H: 2.12779 1.63909 0.77166  0.319
H: 1.64846 -2.13973 0.21459  0.280
H: 1.72945 -3.25428 -0.78315  0.334
O: 1.61157 -2.29573 -0.74152  -0.629
H: -0.83428 -2.40459 -0.27306  0.341
H: -0.50363 -2.26263 -1.68591  0.309
O: -1.16678 -2.69939 -1.13335  -0.595

Summary:
<S²> = 0.7552
LUMO energy (alpha / beta) = -3.30 / -8.43 eV
2S+1 = 2
calculated total energy = -15131.294 eV
ΔE to the lowest compared entry with this formula, charge and spin = 73.1 kJ/mol
maximum force = 1.465 eV/A
M = 155.19 u
total charge = +1
HOMO energy (alpha / beta) = -13.85 / -13.83 eV